{"formula": "C52H141N9O17", "method": "ωB97M-V/def2-TZVPD", "symbols": ["C", "O", "C", "C", "N", "C", "C", "O", "C", "H", "H", "H", "H", "H", "H", "H", "H", "H", "H", "H", "H", "H", "H", "H", "C", "O", "C", "C", "N", "C", "C", "O", "C", "H", "H", "H", "H", "H", "H", "H", "H", "H", "H", "H", "H", "H", "H", "H", "C", "O", "C", "C", "N", "C", "C", "O", "C", "H", "H", "H", "H", "H", "H", "H", "H", "H", "H", "H", "H", "H", "H", "H", "C", "C", "C", "O", "C", "N", "H", "H", "H", "H", "H", "H", "H", "H", "H", "H", "H", "C", "C", "C", "O", "C", "N", "H", "H", "H", "H", "H", "H", "H", "H", "H", "H", "H", "C", "C", "C", "O", "C", "N", "H", "H", "H", "H", "H", "H", "H", "H", "H", "H", "H", "C", "C", "C", "O", "C", "N", "H", "H", "H", "H", "H", "H", "H", "H", "H", "H", "H", "C", "C", "C", "O", "C", "N", "H", "H", "H", "H", "H", "H", "H", "H", "H", "H", "H", "C", "C", "C", "O", "C", "N", "H", "H", "H", "H", "H", "H", "H", "H", "H", "H", "H", "C", "C", "O", "H", "H", "H", "H", "H", "H", "C", "C", "O", "H", "H", "H", "H", "H", "H", "C", "C", "O", "H", "H", "H", "H", "H", "H", "C", "C", "O", "H", "H", "H", "H", "H", "H", "C", "C", "O", "H", "H", "H", "H", "H", "H"], "xyz": [[17.122, 7.562, -5.516], [18.177, 6.994, -6.301], [19.481, 7.132, -5.752], [20.426, 6.296, -6.569], [21.784, 6.430, -6.011], [22.846, 6.202, -7.032], [22.975, 7.275, -8.130], [24.030, 6.885, -9.021], [24.164, 7.606, -10.252], [16.794, 6.978, -4.657], [16.247, 7.628, -6.163], [17.415, 8.560, -5.189], [19.509, 6.737, -4.736], [19.763, 8.183, -5.824], [20.398, 6.690, -7.586], [20.125, 5.252, -6.652], [21.891, 5.635, -5.397], [22.719, 5.197, -7.436], [23.806, 6.181, -6.518], [23.200, 8.249, -7.694], [22.084, 7.378, -8.749], [25.118, 7.327, -10.700], [24.224, 8.657, -9.966], [23.328, 7.432, -10.928], [0.795, 6.883, 2.059], [2.134, 7.217, 1.976], [3.063, 6.140, 1.681], [4.460, 6.648, 1.450], [5.280, 5.595, 0.799], [6.627, 6.150, 0.400], [7.432, 5.112, -0.356], [8.111, 4.281, 0.622], [8.828, 3.214, 0.125], [0.467, 6.489, 1.097], [0.199, 7.768, 2.279], [0.551, 6.166, 2.843], [2.759, 5.643, 0.761], [3.147, 5.381, 2.459], [4.845, 7.031, 2.395], [4.321, 7.520, 0.810], [5.366, 4.772, 1.377], [7.214, 6.487, 1.255], [6.418, 6.974, -0.282], [8.163, 5.590, -1.007], [6.871, 4.552, -1.104], [9.347, 2.753, 0.965], [9.684, 3.443, -0.510], [8.181, 2.404, -0.213], [7.655, 3.859, -4.631], [9.075, 3.780, -4.640], [9.563, 3.364, -3.341], [11.081, 3.081, -3.313], [11.763, 4.320, -3.642], [13.082, 4.093, -4.290], [13.561, 5.423, -4.891], [12.655, 5.830, -5.908], [12.624, 7.237, -6.093], [7.255, 2.863, -4.822], [7.371, 4.553, -5.422], [7.212, 4.176, -3.687], [9.118, 2.433, -2.990], [9.225, 4.080, -2.592], [11.268, 2.228, -3.966], [11.412, 2.812, -2.310], [11.084, 4.686, -4.293], [13.125, 3.354, -5.090], [13.730, 3.778, -3.472], [14.549, 5.270, -5.326], [13.713, 6.207, -4.150], [11.861, 7.416, -6.850], [13.586, 7.545, -6.504], [12.318, 7.802, -5.213], [8.416, 6.458, -7.300], [7.003, 7.076, -7.174], [7.075, 8.424, -6.446], [7.449, 8.171, -5.095], [6.475, 7.518, -4.272], [6.331, 7.111, -8.484], [8.858, 6.304, -6.316], [9.068, 7.082, -7.911], [8.390, 5.490, -7.801], [6.379, 6.404, -6.585], [6.106, 8.924, -6.453], [7.755, 9.116, -6.943], [6.262, 6.510, -4.627], [5.577, 8.136, -4.276], [6.837, 7.424, -3.248], [6.174, 6.202, -8.897], [5.399, 7.451, -8.295], [13.063, 3.352, -0.215], [14.545, 3.098, -0.064], [15.378, 4.404, 0.142], [15.541, 5.083, -1.123], [16.079, 6.363, -1.074], [14.567, 2.301, 1.113], [12.566, 2.456, -0.587], [12.864, 4.157, -0.923], [12.592, 3.758, 0.680], [14.978, 2.488, -0.857], [16.377, 4.085, 0.439], [14.953, 4.962, 0.976], [16.351, 6.694, -2.076], [16.977, 6.506, -0.473], [15.452, 7.209, -0.790], [14.379, 2.892, 1.911], [13.695, 1.793, 1.102], [15.173, 4.734, -8.471], [16.662, 4.770, -8.932], [16.973, 6.088, -9.662], [16.111, 6.340, -10.768], [16.481, 5.589, -11.945], [17.602, 4.668, -7.807], [14.846, 5.713, -8.122], [14.972, 3.979, -7.710], [14.491, 4.524, -9.295], [16.880, 4.001, -9.673], [18.035, 6.084, -9.908], [16.754, 6.894, -8.962], [15.964, 6.043, -12.790], [16.220, 4.536, -11.834], [17.551, 5.540, -12.145], [18.507, 4.700, -8.256], [17.625, 5.593, -7.404], [14.761, 0.593, -3.191], [14.357, -0.006, -4.579], [13.001, -0.739, -4.493], [13.271, -2.094, -4.122], [12.142, -2.853, -3.734], [14.213, 1.049, -5.533], [14.788, -0.193, -2.437], [14.137, 1.386, -2.779], [15.780, 0.962, -3.309], [15.185, -0.671, -4.823], [12.405, -0.720, -5.406], [12.323, -0.182, -3.846], [12.468, -3.889, -3.642], [11.461, -2.927, -4.582], [11.756, -2.566, -2.756], [15.026, 1.645, -5.587], [14.079, 0.643, -6.448], [1.435, 3.969, -5.780], [1.660, 5.426, -5.411], [2.925, 5.626, -4.578], [2.986, 4.709, -3.434], [4.021, 4.940, -2.472], [1.601, 6.291, -6.603], [2.286, 3.611, -6.359], [0.490, 3.759, -6.282], [1.343, 3.396, -4.857], [0.818, 5.624, -4.749], [2.925, 6.648, -4.200], [3.789, 5.412, -5.207], [3.956, 4.198, -1.676], [3.957, 5.976, -2.138], [5.065, 4.922, -2.784], [1.453, 7.239, -6.288], [0.784, 6.075, -7.156], [16.088, 11.132, -7.528], [14.766, 11.442, -6.833], [14.789, 11.337, -5.300], [15.137, 9.961, -4.949], [14.857, 9.616, -3.574], [14.332, 12.736, -7.186], [16.854, 11.822, -7.172], [16.055, 11.059, -8.615], [16.442, 10.142, -7.238], [14.024, 10.737, -7.209], [13.876, 11.625, -4.779], [15.557, 12.037, -4.974], [14.991, 8.562, -3.331], [13.893, 9.981, -3.219], [15.491, 10.191, -2.899], [13.388, 12.835, -6.840], [14.312, 12.857, -8.189], [9.539, 8.189, -2.510], [10.773, 7.380, -2.737], [10.885, 6.326, -1.785], [9.274, 8.939, -3.255], [9.662, 8.684, -1.547], [8.703, 7.503, -2.374], [11.657, 8.009, -2.630], [10.803, 6.928, -3.728], [11.174, 5.601, -2.345], [8.566, -0.242, -4.250], [7.537, -0.291, -3.071], [8.196, 0.276, -1.968], [8.211, -0.699, -5.174], [9.440, -0.800, -3.913], [8.897, 0.774, -4.463], [7.362, -1.343, -2.845], [6.577, 0.145, -3.348], [7.823, -0.086, -1.161], [17.158, 3.670, -4.094], [17.738, 2.718, -5.139], [16.796, 2.616, -6.170], [16.140, 3.463, -3.764], [17.161, 4.685, -4.491], [17.779, 3.564, -3.204], [17.845, 1.719, -4.718], [18.642, 3.074, -5.633], [16.907, 3.403, -6.709], [12.686, 6.917, -10.772], [11.538, 6.745, -9.812], [11.162, 8.026, -9.390], [12.440, 7.444, -11.694], [13.082, 5.933, -11.025], [13.561, 7.283, -10.235], [11.805, 6.259, -8.873], [10.711, 6.141, -10.187], [10.226, 8.099, -9.593], [11.470, 2.668, -8.027], [10.418, 1.729, -7.302], [10.695, 0.392, -7.588], [11.533, 2.558, -9.109], [12.489, 2.498, -7.679], [11.244, 3.724, -7.879], [9.418, 2.070, -7.571], [10.586, 1.829, -6.230], [11.487, 0.156, -7.099]], "mulliken_charge": [-0.285, -0.134, -0.835, -0.263, -0.380, -0.501, -0.306, -0.348, -0.681, -0.395, -0.122, 0.636, 0.334, 0.213, 0.224, 0.140, 0.299, 0.327, 0.329, 0.253, 0.271, 0.252, 0.297, 0.265, -0.693, -0.309, -0.364, -0.752, 0.002, -1.060, 0.711, -0.494, -0.195, 0.285, 0.247, 0.284, 0.256, 0.291, 0.304, 0.340, 0.226, 0.398, 0.451, -0.702, 0.283, 0.432, -0.103, 0.181, -0.102, 0.127, -0.205, 0.946, 1.204, 0.532, -0.641, 1.020, -0.656, 0.264, -0.240, -0.223, 0.484, -0.582, -0.503, -0.723, -0.123, -0.287, -0.516, 0.043, 0.027, -0.114, 0.019, 0.219, -1.066, 1.715, -0.939, -0.174, -0.039, -0.815, -0.072, 0.102, 0.467, -0.538, 0.439, 0.250, -0.034, 0.485, -0.356, 0.271, 0.317, -1.448, 1.332, -1.123, -0.073, -0.578, -0.838, 0.366, 0.100, 0.434, -0.206, 0.437, 0.394, -0.143, 0.422, 0.337, 0.321, 0.324, -0.778, 0.186, -0.805, -0.262, -0.888, -0.197, -0.012, 0.009, 0.316, 0.701, 0.482, 0.226, 0.278, 0.331, 0.360, 0.366, -0.158, -1.349, 0.579, -0.339, -0.447, -0.753, 0.001, 0.581, -0.051, 0.304, 0.437, 0.201, 0.049, 0.290, 0.306, 0.282, -0.281, 0.303, -1.453, 0.347, -0.382, -0.402, -0.372, -0.669, 0.313, 0.442, 0.320, 0.214, 0.362, 0.121, 0.393, 0.367, -0.110, 0.249, 0.262, -1.126, 0.823, -1.073, 0.062, -0.832, -0.748, 0.331, 0.424, -0.016, 0.153, 0.413, 0.327, -0.028, 0.412, 0.414, 0.262, 0.269, -0.520, 1.173, -0.669, 0.385, 0.349, -0.520, -0.013, -0.471, 0.118, -0.452, -0.529, -0.453, 0.461, 0.122, -0.105, 0.454, 0.282, 0.268, 1.012, -0.770, -0.479, -0.632, -0.574, 0.546, 0.377, 0.301, 0.351, -1.329, 0.563, -0.573, 0.368, 0.308, 0.252, -0.300, 0.460, 0.258, -0.344, 0.273, -0.673, 0.482, -0.159, -0.009, 0.377, -0.319, 0.365], "multiplicity": 1, "gap_ev": 9.32, "largest_force_ev_per_a": 2.9, "charge": 0, "e_above_lowest_kcal_mol": 58.3, "lumo_energy_ev": 0.53, "mol_weight_g_mol": 1164.7}